No. 1
Computed, not measured: a molecular structure, C23H32CuN12O2S2, with the ωB97M-V functional and the def2-TZVPD basis.

Calculated values
- HOMO-LUMO gap (eV) = 8.4232
- multiplicity = 1
- net charge = +1
- strongest force on any atom (eV Å⁻¹) = 1.119

Structure (XYZ):
```
72
Properties=species:S:1:pos:R:3:forces:R:3
Cu -1.020914 -0.383187 -0.610975 -0.0137 0.0657 -0.0626
C 0.826034 -2.718542 3.723487 -0.0632 -0.0425 -0.0681
C -0.102806 -3.149480 2.645391 0.1667 0.3580 -0.1598
N -0.832935 -4.207550 2.643457 -0.4204 -0.0259 -0.7237
N -1.507787 -4.128508 1.434247 -0.3050 -0.8945 0.4510
C -1.231535 -3.066044 0.686155 0.0635 0.0637 0.1027
S -1.815608 -2.616513 -0.828724 0.1165 -0.5330 0.3447
N -0.324982 -2.426050 1.480000 0.4808 0.5664 0.2262
N 0.281342 -1.244543 1.083727 0.0000 0.2602 -0.0439
H 0.884346 -3.511128 4.466908 -0.0134 0.0399 -0.0392
H 0.467680 -1.809814 4.213482 0.0096 -0.0378 -0.0426
H 1.825322 -2.525137 3.329050 -0.0402 -0.0069 -0.0067
H -2.139197 -4.861607 1.172114 -0.1254 -0.1630 0.0018
H 1.214364 -1.432947 0.739300 0.2923 -0.1088 -0.0058
H 0.315124 -0.575464 1.842377 -0.0037 0.0189 0.0748
N -0.306914 4.188686 0.931468 0.3122 -0.1181 -0.2540
C 0.868676 3.621628 0.522754 0.0137 -0.1327 -0.0229
N 1.050533 2.351424 0.319553 0.3342 0.1429 -0.0336
C 2.369644 2.136690 -0.126735 -0.4665 -0.1475 0.1010
C 2.935939 0.901289 -0.436361 0.0380 -0.1771 0.0299
C 4.259345 0.838496 -0.849215 -0.0269 0.0685 0.0439
C 5.033065 1.994976 -0.971366 -0.0650 0.1185 0.0289
C 4.484224 3.234265 -0.674127 0.0572 -0.0765 -0.0234
C 3.158989 3.280613 -0.255270 0.1272 0.1310 -0.0197
S 2.223269 4.671858 0.196594 0.0877 0.2429 -0.0220
H -0.974029 3.571954 1.348763 -0.1310 -0.1338 0.1386
H -0.296452 5.130228 1.282590 0.0340 0.0059 0.0216
H 2.332872 0.001108 -0.360082 0.1215 0.1675 0.0204
H 4.709369 -0.124494 -1.074299 0.0346 0.3776 0.0867
H 6.065927 1.924817 -1.294809 -0.1140 0.0193 0.0376
H 5.076108 4.140705 -0.758722 -0.0869 -0.1257 0.0040
O 2.840723 -2.800811 -0.239355 0.2002 0.0660 -0.1758
C 3.767958 -2.544181 -1.309346 -0.3613 -0.2584 -0.1740
N 3.533320 -3.292237 -2.513623 -0.1987 0.0765 0.1286
C 2.782581 -2.864413 -3.583127 -0.1629 -0.0481 -0.2858
O 2.687773 -3.477130 -4.625813 0.2695 0.1383 0.4468
C 2.042504 -1.577366 -3.377743 0.1560 -0.0468 -0.3929
C 2.120452 -0.547706 -4.304171 0.1035 -0.0652 -0.1778
C 1.358467 0.588190 -4.100621 -0.0551 0.1139 0.0624
C 0.531203 0.642010 -2.989281 0.1655 -0.1568 0.1316
N 0.442610 -0.368504 -2.107820 -0.6898 0.8686 -0.1459
C 1.184287 -1.448608 -2.312853 -0.2367 -0.1990 0.4342
H 2.919482 -3.719785 0.033077 0.0820 -0.1150 0.0114
H 4.783614 -2.725097 -0.987365 0.2547 -0.1423 0.2350
H 3.654777 -1.492234 -1.528668 -0.0673 -0.0703 -0.0064
H 3.981064 -4.184005 -2.646860 0.1011 -0.0917 -0.0108
H 2.767532 -0.647045 -5.170109 -0.0702 0.0077 0.0843
H 1.400197 1.425053 -4.787519 -0.0204 -0.0850 0.0611
H -0.068641 1.522717 -2.784228 0.0380 -0.1149 0.0085
H 1.096799 -2.245821 -1.579472 -0.1353 0.1312 -0.2074
C -3.843486 -0.348797 0.485810 -0.0637 0.2840 0.1533
N -2.651095 0.550053 0.413915 0.1659 0.0932 -0.2452
C -2.280028 0.899410 1.806993 -0.1831 -0.0063 0.0066
N -3.366172 1.545672 2.530582 -0.1350 -0.0255 -0.1535
C -4.521490 0.625699 2.543328 0.1171 0.0916 -0.2331
N -4.956530 0.280323 1.183006 0.1304 0.1512 0.0141
C -5.320491 1.520834 0.478039 0.2987 -0.0782 0.1395
N -4.185750 2.459828 0.419841 0.0064 -0.1586 0.1369
C -3.082836 1.805240 -0.269715 -0.0467 -0.0072 0.1919
C -3.775801 2.758008 1.798243 -0.0105 -0.3033 -0.1124
H -3.552672 -1.257246 1.007350 0.0029 -0.0782 0.0424
H -4.135653 -0.614315 -0.527007 -0.0348 -0.0080 -0.0823
H -1.399843 1.543774 1.780334 0.0336 0.0341 -0.0212
H -2.017090 -0.027280 2.326365 -0.0020 0.0038 0.0164
H -5.344581 1.102871 3.071884 -0.0360 0.0301 0.0200
H -4.247428 -0.285675 3.076594 0.0228 -0.0213 -0.0097
H -6.147144 1.997794 0.999880 -0.0557 0.0251 0.0411
H -5.639301 1.278292 -0.534799 0.0122 -0.0168 -0.0474
H -2.226704 2.477998 -0.329929 0.0426 0.0324 0.0318
H -3.392416 1.546946 -1.279464 -0.0360 -0.0285 -0.1160
H -4.612346 3.213058 2.322922 -0.0638 0.0452 0.0513
H -2.956859 3.476759 1.789988 0.0475 0.0098 -0.0375
```
Forces are in eV/Å.

***

No. 2
Computed, not measured: a molecular structure, C15H24AlBCl3N4O12PS, with the ωB97M-V functional and the def2-TZVPD basis.

Calculated values
- HOMO-LUMO gap (eV) = 1.3209
- multiplicity = 1
- net charge = 0
- strongest force on any atom (eV Å⁻¹) = 7.760

Structure (XYZ):
```
62
Properties=species:S:1:pos:R:3:forces:R:3
C 0.092328 -0.571163 6.037803 0.3156 0.5696 1.7187
O -1.065891 -1.279120 5.471986 2.3372 -1.0236 -2.5481
B -0.632139 -2.236705 4.393062 0.2706 -0.9904 2.6749
O -0.165713 -3.593344 4.735366 -2.2557 3.8788 -0.8973
C -0.795480 -1.637114 2.843835 0.7030 0.9527 -3.3351
C -2.376935 -1.284465 2.440799 2.6308 1.5321 -4.7475
C -2.665058 -0.666683 0.955957 2.3310 -1.3750 2.7342
C -1.431566 -0.342933 -0.128015 -1.5857 -0.3789 1.2344
N -1.891479 0.269521 -1.422899 7.5546 -1.1553 1.3480
C -0.657162 0.538483 -2.238370 0.5918 -1.2473 2.4943
C 0.891427 0.212496 -1.866617 -2.9503 -0.9340 2.5295
N 1.256967 -0.442349 -0.574340 -5.3381 1.9297 -2.0678
C 0.087038 -0.715067 0.331539 1.0356 0.2453 -0.5817
C 0.484144 -1.397252 1.809155 -5.2112 0.9832 -0.8342
P 2.284976 -1.838537 2.253732 2.0776 -1.4890 0.7918
N 2.487188 -3.064153 3.286216 -0.1222 3.1601 -0.5268
O 3.031227 -0.340491 2.825260 -2.1524 -1.6664 -3.3336
O 3.199144 -2.331612 0.809470 -2.5285 -0.0787 1.5697
H 1.027412 -0.529385 5.338453 -1.6090 -0.3292 1.2360
H 0.321863 -1.098439 7.084220 -0.0748 1.0378 -2.4148
H -0.150366 0.559646 6.325604 0.0696 -2.4683 -0.9513
H -0.800657 -3.927919 5.443428 0.7144 0.0870 -0.4718
H -3.257767 -1.488191 3.182615 1.9662 0.5569 -1.4889
H -3.796542 -0.446380 0.665154 2.8553 -0.3454 0.5766
H -0.843107 1.058443 -3.297456 0.0192 -1.1159 2.4653
H 1.753386 0.486257 -2.633716 -1.9419 -0.6679 1.9568
H 3.000976 -2.694595 4.132050 -0.8460 -0.7458 -0.9718
H 2.755218 0.338175 2.124170 0.6049 -1.0215 1.4507
H 2.979961 -3.308823 0.607812 0.3243 2.1441 0.9213
Al -0.423735 1.659282 -5.184618 0.1151 -0.1753 -0.2785
C -4.254667 -5.421200 5.437530 -0.7694 -0.7695 -0.3459
C -2.868518 -4.878523 5.739587 0.2868 0.7475 0.5745
O -1.910854 -5.633536 5.412954 -0.2496 0.5668 0.1618
O -2.852863 -3.737475 6.280515 0.5952 -1.0300 -0.7647
H -4.202302 -6.409662 4.971038 0.0441 0.1703 0.0811
H -4.830034 -5.506312 6.364186 0.1019 0.1760 -0.1025
H -4.777940 -4.744263 4.755592 0.0843 0.0335 0.1959
O -5.053286 2.922430 4.481915 -0.0988 -0.2586 -0.4038
S -4.239499 2.265364 3.442888 -0.1170 0.2522 0.2374
O -4.535336 2.870215 2.131368 0.1835 0.1711 0.1334
O -4.559978 0.827037 3.404072 0.1651 -0.0561 0.2025
O -2.809369 2.442125 3.754280 -0.0091 -0.2405 -0.3815
C 2.104690 6.550862 -8.316103 0.0884 -0.1821 0.2881
C 1.679819 5.576421 -7.260875 -3.6947 -0.7719 -3.1542
O 0.703640 4.853972 -7.326237 1.0024 1.0468 -0.3167
N 2.388379 5.354352 -6.064314 0.7676 -0.8267 2.1168
C 3.537465 6.177554 -5.694152 0.8312 0.5156 0.5264
H 1.410292 6.499121 -9.157206 0.0215 -0.1330 0.3062
H 2.091845 7.564086 -7.908469 0.2081 0.0164 -0.0408
H 3.104637 6.297597 -8.675861 0.0638 0.1903 0.0566
H 1.644500 5.332215 -5.353094 0.2412 0.2624 0.2660
H 2.609166 4.350388 -6.110455 0.4720 -0.2057 0.0843
H 4.069120 5.660907 -4.890861 -0.0521 0.2217 -0.1150
H 3.170639 7.144164 -5.340688 0.1951 -0.1391 -0.1208
H 4.198799 6.294573 -6.555349 -0.1532 -0.0073 0.1972
C 1.456773 -2.454053 -5.992564 0.2508 -0.2703 -0.1740
Cl 3.157894 -2.932268 -6.123021 -0.3784 0.0991 0.0557
Cl 1.214579 -1.391743 -4.595173 -0.1084 -0.0527 -0.0258
Cl 0.918818 -1.656784 -7.480721 -0.0386 -0.0126 0.1055
H 0.855727 -3.355463 -5.848162 0.1669 0.3308 -0.0081
O 1.197381 -5.718202 3.192596 1.0905 -1.3018 -0.9477
H 0.680824 -5.031481 3.573131 -1.0920 1.5881 1.0589
```
Forces are in eV/Å.

***

| no. | HOMO energy (eV) | lowest unoccupied orbital energy (eV) | E (eV) |
| --- | --- | --- | --- |
| 1 | -10.6 | -2.1 | -112652.8666 |
| 2 | -5.5 | -4.2 | -111412.2605 |